1.
{"formula": "C18H29N3O7", "method": "the ωB97M-V functional and the def2-TZVPD basis", "elements": ["N", "H", "H", "H", "H", "C", "C", "O", "H", "H", "H", "H", "H", "C", "C", "O", "H", "H", "H", "H", "H", "C", "C", "O", "H", "H", "H", "H", "H", "C", "C", "C", "C", "C", "C", "N", "O", "O", "H", "H", "H", "H", "H", "C", "C", "C", "C", "C", "C", "N", "O", "O", "H", "H", "H", "H", "H"], "xyz": [[0.850715, 0.318546, 0.153839], [0.814345, -0.298780, 1.003401], [1.856295, 0.298400, -0.141947], [0.683172, 1.290198, 0.372649], [0.441092, -0.157672, -0.663791], [0.511960, 4.594909, 3.787724], [1.777353, 4.408798, 2.907960], [2.842277, 3.811518, 3.541668], [0.790794, 5.118290, 4.713224], [-0.036145, 3.746331, 4.203814], [-0.219761, 5.282674, 3.338678], [2.086999, 5.395466, 2.521453], [1.428261, 3.771384, 2.071021], [5.265438, -1.327050, -1.731828], [3.933323, -1.063379, -1.065854], [3.693837, 0.008208, -0.261649], [5.971580, -1.453196, -0.903812], [5.662905, -0.488563, -2.314921], [5.160073, -2.206516, -2.371606], [3.750978, -2.005988, -0.508701], [3.206384, -1.117028, -1.916273], [1.180306, -3.118068, 3.743406], [0.466725, -1.941370, 3.074571], [1.363961, -1.120736, 2.459352], [0.460024, -3.861937, 4.113047], [1.972883, -2.816410, 4.430413], [1.789810, -3.723011, 3.057163], [-0.039765, -1.485665, 3.956418], [-0.402529, -2.330694, 2.501207], [-1.224098, -0.312486, -6.818962], [-1.130647, -1.391972, -5.956427], [-0.940143, -1.115988, -4.604981], [-0.603995, 0.142447, -4.159581], [-0.759049, 1.240027, -5.010070], [-1.154380, 0.990890, -6.313836], [-0.295653, 0.333407, -2.731306], [0.096491, 1.434430, -2.429079], [-0.501343, -0.595277, -1.959782], [-1.419414, -0.409732, -7.878700], [-1.263344, -2.375092, -6.384892], [-0.797029, -1.995463, -3.990636], [-0.715069, 2.272321, -4.695555], [-1.294368, 1.703780, -7.115994], [-4.251775, -2.132414, 1.647636], [-3.904641, -1.692684, 2.915370], [-3.255089, -0.478628, 3.063685], [-2.775529, 0.215230, 1.955380], [-3.002098, -0.323582, 0.688056], [-3.726453, -1.508969, 0.531770], [-2.103118, 1.513306, 2.099056], [-2.443319, 2.291704, 2.967805], [-1.215462, 1.659221, 1.285948], [-4.673255, -3.127902, 1.575547], [-4.294746, -2.189069, 3.792780], [-3.160769, -0.088133, 4.067896], [-2.678360, 0.301842, -0.133042], [-3.776661, -1.889881, -0.478695]], "atomic_forces_ev_per_a": [[1.688, -0.865, -0.752], [0.567, -0.282, 1.195], [1.368, -0.227, 0.716], [-0.648, -0.054, -0.267], [-0.530, 1.130, 1.216], [-0.079, 1.303, 0.977], [1.069, -1.787, 1.296], [-0.948, 0.720, -0.101], [0.395, 0.149, -0.011], [0.296, -0.583, -0.690], [-0.182, -0.139, -0.372], [-0.458, 0.509, -0.350], [-0.112, 0.149, -0.633], [0.925, 0.835, 0.549], [-1.764, 0.287, 0.656], [0.318, -0.121, -1.125], [0.307, -0.408, -0.264], [-0.261, 0.090, -0.155], [0.282, -0.163, 0.096], [-0.136, -0.376, 0.055], [-0.427, -0.049, -0.390], [0.462, -1.366, -0.839], [1.372, 0.537, 0.743], [-1.580, -0.219, -0.719], [0.016, 0.191, 0.730], [-0.591, 0.323, 0.566], [-0.225, 0.261, -0.639], [-0.307, 0.518, 0.147], [-0.031, -0.220, -0.596], [-0.333, 0.382, 0.530], [-0.445, 1.046, -0.519], [1.354, -1.732, -0.311], [-1.008, 0.112, -0.431], [-0.587, 0.262, -0.150], [0.686, -0.981, -1.007], [-0.275, 0.398, -0.435], [0.032, -0.107, 0.194], [-0.338, -0.070, -1.153], [0.018, -0.307, 0.001], [0.098, -0.238, 0.504], [-0.212, 0.324, 0.542], [0.390, -0.138, 0.401], [0.031, 0.801, 0.678], [1.165, -1.318, 0.094], [-0.816, 0.915, -0.283], [0.259, 0.422, 0.475], [-1.370, -1.255, 0.403], [-0.009, 0.828, 0.447], [0.601, 1.070, -0.135], [0.335, -0.536, -0.174], [-0.027, -0.436, -0.324], [-0.247, 0.879, 0.139], [-0.416, 0.145, -0.231], [0.180, -0.141, 0.019], [0.384, 0.193, -0.098], [0.206, -0.449, -0.288], [-0.443, -0.215, 0.073]], "charge": -2, "de_lowest_ev": 1.997, "orbital_gap_ev": 1.86}

---

2.
{"formula": "C18H29NO2", "method": "the ωB97M-V functional and the def2-TZVPD basis", "elements": ["C", "C", "C", "C", "C", "C", "C", "C", "C", "C", "O", "C", "C", "O", "C", "C", "N", "C", "C", "C", "C", "H", "H", "H", "H", "H", "H", "H", "H", "H", "H", "H", "H", "H", "H", "H", "H", "H", "H", "H", "H", "H", "H", "H", "H", "H", "H", "H", "H", "H"], "xyz": [[-3.272069, -2.462094, -1.712356], [-3.892319, -2.697432, -0.341028], [-3.460538, -1.631157, 0.674553], [-4.036452, -1.934311, 2.059835], [-3.867250, -0.248911, 0.222386], [-5.199893, 0.081430, 0.040971], [-5.583945, 1.345910, -0.372216], [-4.618638, 2.304221, -0.608991], [-3.278415, 2.002051, -0.434313], [-2.893413, 0.732568, -0.021167], [-1.590516, 0.357174, 0.170198], [-0.573135, 1.310225, -0.019605], [0.754782, 0.622474, 0.286853], [1.772757, 1.590557, 0.195919], [3.049690, 1.143184, 0.594332], [3.762455, 0.302180, -0.472508], [4.971828, -0.282249, 0.054381], [6.018288, 0.676352, 0.394478], [7.351501, -0.071867, 0.225445], [6.939128, -1.491782, -0.173167], [5.579812, -1.269023, -0.820668], [-3.598147, -1.506626, -2.117404], [-3.563960, -3.249046, -2.404536], [-2.186716, -2.449348, -1.640522], [-4.980287, -2.701739, -0.431080], [-3.587015, -3.678007, 0.032005], [-2.369883, -1.650776, 0.744053], [-3.689210, -2.904962, 2.407632], [-5.123403, -1.948106, 2.035425], [-3.719481, -1.177337, 2.773515], [-5.957644, -0.665436, 0.224884], [-6.629500, 1.578476, -0.507296], [-4.900204, 3.295549, -0.931981], [-2.540300, 2.765002, -0.624817], [-0.559945, 1.678528, -1.053511], [-0.697759, 2.164574, 0.658367], [0.908131, -0.199406, -0.425512], [0.717974, 0.195164, 1.299976], [2.983227, 0.557979, 1.521722], [3.619066, 2.054310, 0.792619], [3.108342, -0.519809, -0.775268], [3.949929, 0.933920, -1.361310], [5.868308, 1.014718, 1.422588], [5.983884, 1.558383, -0.263682], [7.944843, 0.386826, -0.565670], [7.942459, -0.062495, 1.139061], [6.818390, -2.112425, 0.713915], [7.653047, -1.965986, -0.843408], [4.964933, -2.170479, -0.848811], [5.699566, -0.892468, -1.852119]], "atomic_forces_ev_per_a": [[-0.154, -0.127, 0.123], [0.291, 0.179, -0.074], [-0.165, -0.211, 0.098], [0.216, 0.056, -0.143], [0.363, 0.021, 0.030], [0.131, 0.049, -0.007], [-0.118, 0.102, -0.045], [-0.084, -0.017, -0.001], [0.327, 0.041, 0.006], [-0.208, -0.064, 0.006], [-0.186, -0.121, 0.004], [0.462, 0.267, -0.018], [-0.256, -0.141, 0.023], [-0.221, 0.129, -0.174], [0.207, -0.093, -0.070], [-0.293, 0.104, 0.195], [0.004, -0.083, -0.119], [-0.002, 0.226, 0.244], [-0.011, -0.020, 0.038], [-0.082, 0.002, -0.129], [0.048, -0.183, 0.060], [0.007, 0.082, -0.102], [0.023, -0.026, -0.123], [0.141, 0.010, -0.043], [-0.083, -0.053, 0.075], [-0.078, -0.035, 0.054], [-0.118, -0.058, -0.016], [0.001, -0.112, 0.067], [-0.143, -0.006, 0.024], [-0.014, 0.047, 0.126], [-0.078, -0.122, 0.034], [-0.086, 0.021, -0.011], [-0.015, 0.077, -0.023], [0.090, 0.051, -0.009], [-0.052, 0.001, 0.097], [-0.026, -0.064, -0.086], [-0.020, 0.038, 0.075], [0.000, 0.020, -0.085], [0.018, 0.043, -0.031], [0.023, -0.106, 0.064], [-0.021, 0.064, -0.047], [0.005, -0.067, 0.043], [0.066, 0.145, -0.071], [-0.025, 0.003, 0.008], [0.021, 0.013, 0.034], [0.062, 0.043, -0.019], [0.002, -0.069, -0.007], [0.030, -0.055, 0.010], [0.006, 0.005, -0.088], [-0.005, -0.008, 0.003]], "charge": 0, "de_lowest_ev": 1.077, "orbital_gap_ev": 9.30, "smiles": "CC[C@H](C)c1ccccc1OCCOCCN1CCCC1"}

---

3.
{"formula": "C18H30AsBrN3O4RuS2Se2", "method": "the ωB97M-V functional and the def2-TZVPD basis", "elements": ["Ru", "O", "C", "C", "C", "O", "C", "Se", "C", "Se", "H", "H", "H", "H", "H", "H", "H", "H", "H", "H", "Br", "C", "C", "N", "C", "C", "C", "C", "O", "O", "H", "H", "H", "C", "N", "C", "C", "N", "C", "S", "H", "H", "H", "H", "H", "H", "H", "H", "C", "As", "C", "C", "S", "H", "H", "H", "H", "H", "H", "H", "H", "H"], "xyz": [[0.464545, -0.417196, -0.362388], [2.232497, -3.687308, 0.322400], [1.389390, -4.720750, 0.803983], [-0.034479, -4.205118, 0.936527], [-0.850158, -5.399873, 1.491719], [-2.225104, -5.115541, 1.654583], [-0.685267, -3.830041, -0.388730], [0.059916, -2.418578, -1.520199], [-0.151622, -3.071742, 1.950013], [0.963251, -1.503866, 1.701591], [3.137097, -4.014556, 0.263077], [1.727691, -5.068661, 1.787695], [1.391317, -5.578990, 0.122513], [-0.403060, -5.740240, 2.431090], [-0.787109, -6.222992, 0.777452], [-2.384335, -4.769835, 2.537475], [-1.717574, -3.538186, -0.199586], [-0.701853, -4.697944, -1.049533], [0.092489, -3.429973, 2.952033], [-1.171434, -2.679072, 1.953835], [6.308463, 3.285079, -2.535826], [5.145613, 2.020069, -1.768496], [5.207834, 0.692776, -2.177245], [4.427794, -0.249224, -1.660494], [3.540971, 0.120614, -0.740510], [3.381582, 1.425698, -0.293799], [4.232295, 2.397114, -0.806262], [2.340950, 1.841546, 0.708676], [2.541912, 2.775826, 1.455337], [1.194555, 1.202891, 0.694224], [5.914803, 0.385931, -2.937874], [2.962504, -0.695893, -0.309278], [4.162606, 3.416738, -0.452803], [-2.571466, -0.070523, -3.110992], [-2.178738, 1.268591, -2.735591], [-3.182684, 2.318820, -2.552995], [-2.341566, 3.556893, -2.183629], [-0.995183, 2.993664, -2.125178], [-0.966728, 1.700754, -2.445492], [0.508997, 0.803779, -2.490264], [-3.177381, -0.519168, -2.321429], [-1.683339, -0.672942, -3.271120], [-3.152335, -0.029142, -4.032833], [-3.870101, 2.032087, -1.756590], [-3.748635, 2.450936, -3.475151], [-2.627094, 3.964005, -1.214811], [-2.404453, 4.346081, -2.931155], [-0.149178, 3.528616, -2.027006], [-0.562509, 3.561567, 1.097047], [-1.375640, 1.985314, 1.832469], [-3.041647, 2.611333, 2.564640], [-0.374183, 1.445706, 3.374625], [-1.923547, 0.432424, 0.473253], [0.171102, 3.927343, 1.813812], [-1.342638, 4.301430, 0.926460], [-0.042772, 3.305700, 0.180508], [-2.852432, 3.391264, 3.301540], [-3.560087, 1.776467, 3.031790], [-3.655020, 3.008087, 1.757835], [-0.450444, 2.247984, 4.108274], [0.664236, 1.288075, 3.100402], [-0.822617, 0.536151, 3.770383]], "atomic_forces_ev_per_a": [[-0.076, 0.672, 0.072], [0.071, -0.092, 0.019], [0.055, -0.024, 0.017], [-0.129, -0.035, 0.010], [-0.080, -0.015, 0.024], [0.033, 0.092, -0.003], [-0.035, 0.027, -0.033], [-0.068, -0.076, -0.183], [-0.050, 0.046, 0.073], [0.055, -0.118, 0.101], [-0.009, 0.029, -0.011], [0.028, -0.012, -0.022], [0.038, 0.026, -0.018], [0.016, 0.011, 0.004], [0.008, -0.008, 0.003], [-0.013, -0.050, 0.002], [-0.008, -0.056, -0.010], [0.031, 0.011, 0.001], [0.028, 0.002, -0.020], [-0.006, -0.059, 0.022], [0.022, 0.024, -0.015], [0.007, 0.006, -0.005], [-0.031, -0.054, 0.007], [-0.014, 0.085, 0.044], [0.024, -0.046, 0.005], [0.027, -0.065, -0.005], [-0.029, 0.008, 0.024], [-0.036, 0.046, -0.122], [0.015, 0.103, 0.058], [0.066, -0.272, -0.119], [0.011, 0.001, -0.007], [-0.032, 0.002, -0.008], [0.007, 0.004, 0.000], [0.016, -0.024, 0.024], [0.020, 0.045, -0.073], [0.016, 0.016, -0.033], [0.005, -0.063, -0.020], [-0.011, 0.089, -0.052], [0.032, -0.074, 0.062], [-0.036, -0.171, 0.008], [0.018, 0.003, 0.010], [0.028, -0.017, 0.007], [-0.012, 0.001, 0.011], [0.020, -0.022, 0.020], [-0.007, 0.011, 0.007], [-0.007, 0.038, -0.011], [-0.004, -0.007, -0.009], [-0.028, -0.045, -0.013], [0.088, 0.050, -0.007], [-0.128, -0.055, 0.084], [-0.031, 0.000, 0.019], [0.025, -0.035, 0.026], [0.108, 0.006, -0.086], [-0.015, 0.017, -0.004], [0.022, 0.032, -0.018], [-0.059, -0.015, 0.106], [0.009, 0.004, -0.006], [0.001, 0.013, -0.002], [-0.014, -0.011, 0.007], [0.006, -0.010, 0.016], [-0.019, 0.006, -0.005], [0.032, 0.005, 0.028]], "multiplicity": 5, "charge": 1, "de_lowest_ev": 0.399, "s_squared": 6.030, "orbital_gap_ev": [7.48, 6.52]}

---

4.
{"formula": "C18H30AsIrN6P", "method": "the ωB97M-V functional and the def2-TZVPD basis", "elements": ["Ir", "C", "N", "C", "C", "N", "C", "P", "C", "N", "C", "C", "N", "C", "C", "N", "C", "C", "N", "C", "H", "H", "H", "H", "H", "H", "H", "H", "H", "H", "H", "H", "H", "H", "H", "C", "C", "As", "C", "C", "C", "C", "H", "H", "H", "H", "H", "H", "H", "H", "H", "H", "H", "H", "H", "H", "H"], "xyz": [[0.013905, 0.024566, 0.144237], [-1.218808, -2.931881, -4.225372], [-1.176266, -2.479417, -2.814066], [-1.826201, -3.106787, -1.786020], [-1.563905, -2.412762, -0.643766], [-0.744043, -1.365786, -1.003210], [-0.516999, -1.420848, -2.333853], [0.522012, -0.208421, -3.249382], [1.917432, -0.285388, -2.051218], [1.762945, -0.198705, -0.711744], [2.999839, -0.288982, -0.111830], [3.907289, -0.433781, -1.117314], [3.222356, -0.426841, -2.301911], [3.860702, -0.558720, -3.633570], [-0.257042, 1.269952, -2.472985], [-0.478276, 1.409870, -1.145759], [-1.065560, 2.634807, -0.917786], [-1.197212, 3.234097, -2.133226], [-0.695073, 2.378823, -3.075839], [-0.658063, 2.671273, -4.529171], [-1.830484, -3.828214, -4.266015], [-0.212117, -3.167576, -4.561113], [-1.671250, -2.158484, -4.841013], [-2.424045, -3.991648, -1.939314], [-1.897396, -2.595418, 0.364065], [3.155859, -0.248715, 0.952957], [4.980133, -0.539117, -1.074652], [4.929555, -0.670031, -3.477509], [3.673206, 0.339553, -4.216482], [3.475896, -1.443659, -4.134092], [-1.342236, 2.994750, 0.058197], [-1.607585, 4.197591, -2.392313], [-1.093945, 3.654580, -4.678550], [-1.247851, 1.930756, -5.063510], [0.373649, 2.678734, -4.871645], [-0.302648, -2.472329, 3.507564], [-1.256980, -1.286273, 3.516723], [-0.531296, 0.332948, 2.714010], [1.187973, 0.759583, 3.564354], [0.953086, 0.905472, 5.073468], [-1.841496, 1.796961, 2.787976], [-2.546724, 1.797236, 4.150824], [-0.770460, -3.298352, 4.043476], [0.637166, -2.251518, 4.013377], [-0.081731, -2.823359, 2.496856], [-1.468509, -0.930236, 4.532432], [-2.216763, -1.483952, 3.036996], [1.554235, 1.679444, 3.107521], [1.869771, -0.059902, 3.333645], [0.318869, 1.756359, 5.318320], [1.937733, 1.088657, 5.512295], [0.556400, 0.000612, 5.531177], [-2.559047, 1.640394, 1.979587], [-1.275830, 2.711613, 2.602301], [-3.117913, 0.886969, 4.323728], [-3.256107, 2.627815, 4.128488], [-1.860152, 1.963686, 4.979655]], "atomic_forces_ev_per_a": [[0.209, -0.104, -0.444], [0.002, 0.010, 0.046], [0.026, -0.007, -0.048], [-0.038, -0.010, 0.046], [0.041, 0.019, -0.058], [-0.043, -0.019, -0.027], [0.053, 0.139, 0.079], [-0.001, 0.003, 0.067], [-0.147, 0.034, 0.066], [0.041, -0.023, -0.161], [-0.037, -0.011, -0.070], [0.025, 0.016, 0.053], [0.003, -0.018, -0.057], [-0.018, 0.002, 0.045], [0.047, -0.142, 0.101], [0.018, 0.011, -0.057], [0.033, -0.039, -0.038], [-0.021, 0.028, 0.040], [0.016, -0.005, -0.059], [-0.004, -0.005, 0.049], [0.003, -0.001, -0.021], [-0.005, 0.003, -0.022], [0.009, -0.007, -0.016], [-0.002, 0.000, 0.001], [0.001, -0.001, -0.001], [0.004, 0.000, 0.006], [0.001, 0.001, 0.002], [0.003, -0.001, -0.022], [0.003, -0.010, -0.017], [0.005, 0.008, -0.020], [-0.002, 0.000, 0.002], [-0.002, 0.001, 0.003], [0.003, -0.002, -0.022], [0.010, 0.003, -0.017], [-0.006, -0.004, -0.019], [0.012, 0.031, -0.007], [0.039, 0.035, -0.104], [-0.268, 0.125, 0.701], [-0.095, 0.035, -0.240], [0.067, 0.055, 0.050], [0.093, -0.068, -0.030], [-0.009, 0.038, 0.030], [0.011, -0.008, -0.001], [-0.003, -0.007, 0.013], [-0.004, -0.011, -0.004], [-0.039, -0.078, 0.015], [-0.012, -0.001, 0.024], [0.033, 0.009, 0.042], [-0.013, -0.008, 0.032], [0.058, -0.035, -0.012], [-0.028, 0.015, 0.043], [0.000, -0.006, 0.001], [0.020, -0.009, 0.005], [-0.015, 0.015, 0.030], [-0.015, 0.003, -0.006], [0.002, 0.002, 0.046], [-0.064, 0.001, -0.041]], "multiplicity": 2, "charge": 4, "s_squared": 0.755, "orbital_gap_ev": [6.69, 5.38]}

---

no.,M (g mol⁻¹),strongest force on any atom (eV/Å)
1,399.444,2.45
2,291.435,0.53
3,830.405,0.68
4,628.593,0.76